Molecular formula: C29H55N10O2Tl
Method: DFT, the ωB97M-V functional and the def2-TZVPD basis

XYZ file:
```
97
Properties=species:S:1:pos:R:3:forces:R:3
Tl 0.340 0.583 0.008 -0.297 0.084 -0.043
C 2.099 -1.449 -3.912 0.000 -0.019 0.010
N 1.992 -0.226 -3.126 -0.004 -0.017 0.002
C 0.833 0.597 -3.430 -0.002 0.005 0.001
C 2.785 0.035 -2.069 -0.096 0.117 -0.081
N 2.308 0.768 -1.071 0.113 -0.129 0.134
C 3.181 1.597 -0.250 -0.083 0.026 0.022
C 2.536 2.981 -0.086 -0.011 -0.023 -0.074
N 1.106 2.916 0.280 0.071 -0.035 -0.022
C 0.841 3.184 1.696 0.017 -0.064 0.036
C 1.422 2.084 2.571 0.044 0.026 -0.068
N 0.944 0.765 2.154 0.002 -0.012 0.048
C 0.647 -0.151 3.073 -0.024 -0.042 -0.019
N 0.916 -1.444 2.820 -0.003 0.039 -0.067
C 0.129 -2.548 3.356 0.033 -0.009 0.049
C 1.976 -1.826 1.899 0.022 0.010 0.027
N 0.063 0.156 4.257 0.033 0.028 -0.033
C 0.436 -0.499 5.507 -0.030 -0.050 0.013
C -0.868 1.265 4.393 -0.015 0.033 0.006
C 0.261 3.710 -0.622 -0.068 -0.012 0.020
C -1.214 3.341 -0.528 0.022 -0.031 0.084
N -1.401 1.898 -0.622 0.227 -0.020 -0.227
C -2.501 1.413 -1.145 -0.205 -0.177 -0.159
N -3.236 2.080 -2.104 0.300 0.436 0.320
C -4.595 2.490 -1.786 -0.189 -0.217 -0.125
C -2.593 2.781 -3.197 -0.027 -0.014 -0.126
N -2.965 0.172 -0.846 -0.190 0.048 0.179
C -3.786 -0.545 -1.821 0.107 -0.043 -0.001
C -2.995 -0.446 0.487 -0.009 0.000 0.013
N 4.056 -0.432 -2.094 0.024 0.003 0.012
C 4.847 -0.497 -3.317 0.001 -0.016 -0.016
C 4.736 -0.866 -0.885 -0.011 0.004 0.036
H 1.117 -1.923 -3.954 0.005 -0.007 0.006
H 2.796 -2.139 -3.447 -0.008 -0.001 -0.002
H 2.428 -1.240 -4.931 -0.003 -0.003 0.002
H 0.713 0.633 -4.513 -0.004 0.002 0.002
H 0.994 1.609 -3.063 0.000 -0.004 0.006
H -0.074 0.177 -2.985 0.001 0.000 -0.014
H 4.159 1.731 -0.714 -0.004 0.020 -0.029
H 3.348 1.139 0.730 0.020 0.007 -0.005
H 2.611 3.500 -1.041 0.028 0.013 0.009
H 3.092 3.575 0.645 0.006 -0.019 0.019
H -0.240 3.202 1.838 -0.002 0.042 0.007
H 1.237 4.161 1.996 0.037 -0.004 0.010
H 1.184 2.296 3.612 -0.021 0.009 -0.014
H 2.514 2.102 2.504 -0.003 0.005 0.005
H -0.779 -2.172 3.820 -0.008 -0.006 -0.011
H 0.693 -3.117 4.097 -0.001 0.000 -0.002
H -0.138 -3.212 2.533 -0.005 0.000 0.013
H 2.650 -0.984 1.760 0.005 -0.013 -0.002
H 1.575 -2.156 0.936 0.007 0.022 0.022
H 2.532 -2.659 2.331 -0.008 -0.008 -0.002
H 1.237 -1.211 5.334 0.011 0.014 0.007
H -0.414 -1.017 5.954 0.003 -0.003 -0.006
H 0.790 0.256 6.210 -0.009 -0.001 0.004
H -1.135 1.651 3.411 -0.010 -0.005 0.002
H -0.453 2.074 4.999 0.004 -0.004 -0.003
H -1.773 0.910 4.891 0.008 0.004 0.007
H 0.602 3.511 -1.640 0.009 -0.002 -0.004
H 0.385 4.782 -0.434 -0.027 0.010 -0.002
H -1.731 3.887 -1.312 0.001 0.023 0.031
H -1.642 3.697 0.414 0.018 -0.023 0.026
H -4.970 1.910 -0.944 -0.001 0.009 -0.009
H -5.258 2.325 -2.638 0.015 0.013 -0.005
H -4.631 3.551 -1.519 0.017 -0.006 -0.005
H -1.609 2.352 -3.380 0.020 0.027 0.028
H -2.488 3.860 -3.043 -0.062 0.002 0.016
H -3.196 2.644 -4.096 0.017 -0.026 -0.006
H -3.885 0.049 -2.720 0.029 -0.037 -0.017
H -4.782 -0.745 -1.425 -0.017 0.015 -0.019
H -3.297 -1.485 -2.070 -0.012 -0.019 0.006
H -2.095 -0.253 2.181 -0.001 0.019 -0.012
H -2.934 -2.057 1.729 0.031 -0.011 -0.017
H -3.979 -0.184 0.905 0.020 -0.001 0.007
H 4.332 0.016 -4.124 0.006 0.004 0.003
H 5.048 -1.528 -3.616 -0.001 0.002 -0.002
H 5.801 0.003 -3.144 0.001 -0.005 -0.003
H 4.020 -0.960 -0.073 0.012 -0.002 -0.010
H 5.531 -0.177 -0.590 -0.003 0.000 0.000
H 5.183 -1.845 -1.062 0.003 0.005 -0.005
C -4.202 -2.721 0.212 -0.015 0.001 0.007
C -2.914 -1.986 0.629 -0.032 0.056 0.008
O -2.003 0.156 1.312 0.057 -0.015 0.015
C -1.669 -2.757 0.199 0.061 -0.076 -0.045
C -1.605 -4.087 0.636 -0.037 0.012 -0.023
C -0.579 -4.946 0.294 0.019 -0.016 -0.002
C 0.445 -4.484 -0.525 -0.016 -0.007 -0.011
C 0.427 -3.171 -0.948 -0.042 0.004 0.047
C -0.604 -2.289 -0.586 -0.026 -0.069 0.058
O -0.549 -1.027 -1.051 0.147 0.109 -0.015
H -5.089 -2.146 0.484 -0.008 0.011 -0.017
H -4.270 -3.671 0.735 -0.014 0.009 0.017
H -4.238 -2.944 -0.851 0.017 -0.006 -0.004
H -2.399 -4.464 1.271 0.002 -0.011 0.000
H -0.584 -5.966 0.651 0.000 -0.005 -0.004
H 1.246 -5.144 -0.829 0.008 0.000 0.008
H 1.219 -2.778 -1.575 0.000 0.011 -0.023
```
Positions in Å, forces in eV/Å.

**HOMO-LUMO gap**: 8.0 eV
**Total charge**: +2
**HOMO**: -12.862 eV
**Energy above the lowest of the compared OMol25 structures with the same formula, charge and spin**: 0.0 kJ/mol



Molecular formula: C3H2Br2P2
Method: DFT, the ωB97M-V functional and the def2-TZVPD basis

XYZ file:
```
9
Properties=species:S:1:pos:R:3:forces:R:3
Br -2.887 -1.824 0.066 0.520 0.686 0.033
C -1.445 -0.547 0.228 -1.265 1.372 0.565
C -0.193 -1.047 0.575 1.676 2.139 -0.873
P 1.235 -0.073 0.561 -1.207 0.271 0.284
P -0.092 1.647 0.673 0.030 -0.184 0.242
C -1.608 0.849 0.194 0.868 -2.547 -0.159
Br -3.266 1.582 -0.045 -0.596 0.738 -0.154
H -0.024 -2.040 0.759 0.027 -2.500 0.329
H 0.188 2.591 -0.319 -0.054 0.025 -0.266
```
Positions in Å, forces in eV/Å.

**HOMO-LUMO gap**: 7.8 eV
**Structure (SMILES)**: BrC1=CP=[PH]=C1Br
**HOMO**: -8.563 eV
**Energy above the lowest of the compared OMol25 structures with the same formula, charge and spin**: 21.4 kJ/mol



Molecular formula: C2H3IN2
Method: DFT, the ωB97M-V functional and the def2-TZVPD basis

XYZ file:
```
8
Properties=species:S:1:pos:R:3:forces:R:3
C -0.872 -0.395 0.177 0.200 0.063 1.450
C 0.342 -0.334 -0.510 -0.539 -0.221 0.703
N -1.470 0.633 0.734 -1.802 -1.010 0.533
N 1.403 -0.239 -1.062 -1.222 0.078 -0.775
I -4.395 1.349 0.672 0.429 -0.168 -0.045
H -1.330 -1.297 0.677 1.321 0.143 -1.481
H -1.359 1.601 0.615 1.177 1.235 -0.949
H 2.283 0.138 -0.770 0.438 -0.119 0.565
```
Positions in Å, forces in eV/Å.

**HOMO-LUMO gap (spin up / spin down)**: 8.5 / 5.8 eV
**HOMO (spin up / spin down)**: -9.214 / -7.858 eV
**Energy above the lowest of the compared OMol25 structures with the same formula, charge and spin**: 214.8 kJ/mol



Molecular formula: C5H6O4
Method: DFT, the ωB97M-V functional and the def2-TZVPD basis

XYZ file:
```
15
Properties=species:S:1:pos:R:3:forces:R:3
C 0.413 1.931 1.328 -0.122 3.761 -2.187
O -0.657 1.481 0.491 0.567 0.261 1.130
C -0.370 0.265 -0.002 -0.083 -2.064 -1.764
C 0.867 -0.471 -0.306 1.231 0.831 0.330
C 0.493 -1.616 -0.913 0.039 -0.444 0.561
O 1.103 -2.723 -1.382 0.934 0.821 0.026
O -0.824 -1.724 -0.979 -0.384 0.087 -0.689
C -1.299 -0.561 -0.522 -2.647 0.153 1.092
O -2.676 -0.576 -0.523 0.662 0.573 0.090
H 0.054 2.854 1.874 0.251 -1.121 -0.552
H 0.769 1.229 2.015 0.483 -1.330 0.881
H 1.213 2.308 0.590 -0.649 -0.695 1.424
H 1.901 -0.196 -0.092 -0.483 -0.007 -0.062
H 2.003 -2.402 -1.544 0.056 -0.664 -0.153
H -2.989 0.202 -0.037 0.146 -0.163 -0.128
```
Positions in Å, forces in eV/Å.

**HOMO-LUMO gap**: 8.1 eV
**Structure (SMILES)**: COc1cc(O)oc1O
**HOMO**: -7.452 eV
**Energy above the lowest of the compared OMol25 structures with the same formula, charge and spin**: 242.7 kJ/mol



Molecular formula: C32H35F6N4
Method: DFT, the ωB97M-V functional and the def2-TZVPD basis

XYZ file:
```
77
Properties=species:S:1:pos:R:3:forces:R:3
C -2.138 -0.917 3.725 0.021 -0.466 -0.443
C -2.890 0.245 3.573 0.173 -0.083 0.408
C -2.288 1.554 3.464 -1.792 -0.186 0.060
N -0.892 1.626 3.326 2.150 0.088 -0.419
C -0.116 0.740 2.648 -0.094 0.686 1.263
N 1.169 1.044 2.864 -0.196 0.885 -0.042
C 2.347 0.260 2.528 0.480 -0.209 -0.042
C 1.229 2.221 3.607 0.452 -0.682 -0.373
C -0.029 2.579 3.905 -0.810 -0.728 -0.060
C -3.072 2.712 3.471 -0.794 -0.342 0.031
C -2.517 4.098 3.388 -0.161 0.609 -0.011
C -4.467 2.589 3.562 0.764 0.446 -0.100
C -5.101 1.341 3.586 0.383 -0.674 -0.083
C -6.608 1.303 3.581 -0.152 -0.120 0.088
C -4.325 0.188 3.602 -0.342 0.809 -0.382
H -2.652 -1.872 3.648 0.157 0.163 0.455
H -0.480 -0.153 2.160 -0.105 0.114 0.232
H -1.142 -0.887 4.169 -0.191 -0.180 -0.305
H 2.153 -0.393 1.669 -0.023 0.209 0.242
H 3.163 0.954 2.289 -0.250 -0.230 -0.074
H 2.672 -0.347 3.389 -0.292 0.191 -0.318
H 2.174 2.678 3.841 -0.034 -0.019 0.106
H -0.381 3.389 4.517 -0.075 -0.119 -0.119
H -3.307 4.764 3.023 0.242 -0.081 0.065
H -2.230 4.475 4.380 0.030 -0.026 -0.179
H -1.661 4.203 2.716 -0.063 -0.056 0.054
H -5.068 3.498 3.600 0.141 -0.199 -0.075
H -6.973 0.281 3.732 0.006 0.213 -0.033
H -7.026 1.944 4.370 0.142 -0.191 -0.141
H -7.014 1.678 2.629 0.197 -0.144 0.214
H -4.805 -0.792 3.656 0.192 0.275 0.018
C 3.182 -5.941 -0.375 0.769 -0.057 -0.506
N 1.814 -5.537 -0.178 -0.448 -0.220 0.696
C 0.891 -6.589 0.231 0.216 0.329 0.240
C 0.184 -7.108 -0.985 -0.697 -0.318 -1.948
F -0.749 -8.066 -0.740 0.978 0.961 0.004
F -0.442 -6.074 -1.643 0.393 -1.023 0.562
F 1.096 -7.633 -1.873 -0.872 0.391 0.815
C 1.428 -4.243 -0.330 -0.356 0.223 -0.052
C 0.264 -3.733 0.306 0.002 0.134 -0.074
C -0.098 -2.416 0.146 0.149 -0.053 0.284
C 0.671 -1.516 -0.644 0.069 -0.075 0.066
C 0.332 -0.138 -0.684 0.168 -0.495 -0.813
C 0.612 0.723 -1.777 0.177 0.289 -0.047
C 0.673 2.133 -1.575 -0.085 0.045 -0.218
C 0.908 3.002 -2.613 0.071 -0.209 0.043
C 1.003 2.511 -3.942 0.269 -0.233 0.371
N 1.287 3.347 -4.979 -0.130 0.836 0.301
C 0.732 3.126 -6.290 -0.176 -0.599 -0.646
C 2.128 4.522 -4.805 -0.545 -0.208 0.169
C 3.564 4.097 -4.895 1.623 -1.063 -0.280
F 4.468 5.092 -4.701 -1.019 -0.799 -0.175
F 3.825 3.114 -3.963 -0.076 0.966 -0.808
F 3.810 3.537 -6.129 -0.102 0.584 1.166
C 0.856 1.120 -4.179 0.040 0.059 0.161
C 0.758 0.247 -3.118 -0.129 0.185 0.023
C 1.822 -2.051 -1.307 -0.145 -0.124 0.089
C 2.193 -3.368 -1.148 0.036 0.244 0.031
H 3.876 -5.207 0.063 -0.233 -0.195 -0.124
H 3.333 -6.901 0.129 0.101 0.261 -0.204
H 3.423 -6.062 -1.443 0.035 -0.076 0.304
H 1.483 -7.420 0.630 -0.388 0.215 0.242
H 0.143 -6.227 0.943 0.274 -0.360 -0.045
H -0.320 -4.375 0.963 0.018 0.296 -0.316
H -1.008 -2.042 0.617 0.209 -0.132 0.066
H -0.236 0.270 0.154 0.119 -0.026 -0.292
H 0.567 2.527 -0.566 -0.077 -0.076 -0.147
H 0.986 4.077 -2.443 -0.073 -0.457 0.139
H -0.334 2.853 -6.210 0.374 0.112 -0.064
H 0.819 4.058 -6.858 -0.092 -0.364 0.010
H 1.259 2.324 -6.833 -0.144 0.328 -0.009
H 1.925 5.206 -5.633 0.070 0.180 0.446
H 1.971 4.978 -3.823 0.071 0.241 -0.400
H 0.907 0.756 -5.207 0.019 0.005 0.423
H 0.765 -0.822 -3.318 -0.254 0.255 0.059
H 2.436 -1.395 -1.925 -0.096 -0.162 0.229
H 3.070 -3.759 -1.667 -0.266 0.234 0.191
```
Positions in Å, forces in eV/Å.

**HOMO-LUMO gap**: 2.4 eV
**Total charge**: +1
**HOMO**: -7.256 eV
**Energy above the lowest of the compared OMol25 structures with the same formula, charge and spin**: 67.6 kJ/mol



Molecular formula: C3H8OS2
Method: DFT, the ωB97M-V functional and the def2-TZVPD basis

XYZ file:
```
14
Properties=species:S:1:pos:R:3:forces:R:3
C -0.646 0.797 -0.044 1.969 3.663 -1.833
C -2.820 -0.831 0.473 3.509 0.255 2.366
C 2.166 0.427 0.089 1.067 -0.715 2.011
O 0.433 -1.594 -0.379 0.156 -1.508 -0.092
S -2.248 0.508 -0.529 0.075 0.931 -0.733
S 0.792 -0.273 -0.851 -0.322 1.511 0.531
H -0.071 2.235 -0.668 -1.877 -3.441 1.697
H -2.720 -0.441 1.515 -0.302 -0.560 -0.635
H -2.210 -1.734 0.395 -0.044 0.152 -0.186
H -3.792 -1.022 0.266 -3.015 -0.467 -0.784
H 2.077 1.508 -0.045 0.236 -0.067 0.002
H 2.140 0.209 1.307 -0.094 0.291 -3.466
H 3.107 0.023 -0.443 -1.394 0.707 1.322
H 1.763 -0.359 -1.988 0.037 -0.751 -0.199
```
Positions in Å, forces in eV/Å.

**HOMO-LUMO gap (spin up / spin down)**: 6.6 / 7.2 eV
**2S+1**: 3
**HOMO (spin up / spin down)**: -6.240 / -9.067 eV
**Energy above the lowest of the compared OMol25 structures with the same formula, charge and spin**: 500.4 kJ/mol



| no. | total energy (Eh) |
| --- | --- |
| 1 | -2008.02765 |
| 2 | -5946.19940 |
| 3 | -485.07596 |
| 4 | -495.01228 |
| 5 | -2058.28414 |
| 6 | -990.38488 |